This record from the Open Molecules 2025 dataset describes a molecular structure, C61H64CsN5O5P4S2 at a distorted geometry. The level of theory is the ωB97M-V functional and the def2-TZVPD basis.

```
142
C61H64CsN5O5P4S2 | the Open Molecules 2025 dataset | the ωB97M-V functional and the def2-TZVPD basis
S 2.830 1.748 -1.871
C -4.221 2.143 3.392
C 5.160 -1.157 -0.763
H -1.346 3.923 -5.352
H 5.576 2.372 -2.054
C 2.451 -0.877 -4.479
C 3.620 0.879 2.107
C -1.712 4.742 -0.050
C -1.146 -0.674 -5.692
C 2.470 -1.101 2.806
H 0.398 -2.657 -6.693
H -2.478 -3.463 -3.953
C 4.204 0.855 -1.503
C -6.398 3.931 0.404
C -5.495 2.670 3.651
H 3.599 1.934 1.855
C -3.608 1.521 -4.630
H -2.885 -4.055 5.354
H 1.823 0.298 5.364
C -0.800 -1.717 5.850
H -3.977 -0.404 1.962
P 0.187 -1.723 -3.604
N 1.777 -2.073 -4.002
P 0.985 1.335 2.813
C -3.558 -2.046 -1.119
C -3.244 -3.169 -3.241
C 0.392 -1.095 6.096
C 1.728 2.543 4.002
P -1.170 -3.128 -1.541
H 4.358 3.112 6.060
H 1.006 -1.349 6.948
C -1.923 3.222 -4.766
C -0.851 -5.768 -2.279
C 1.440 4.587 5.252
H -8.535 4.059 0.598
H -1.188 6.722 0.546
O 2.906 -0.920 -0.788
H 0.842 5.456 5.483
C -1.330 -5.280 0.046
O -0.228 -3.108 -2.845
C -3.583 -1.770 3.562
H -0.359 -5.672 0.361
C 3.649 -1.817 2.694
C -2.460 2.248 -2.639
H 0.139 -3.756 -5.324
N 4.076 -0.417 -1.010
N -1.301 -4.791 -1.313
H 2.879 -2.413 -2.218
C 0.138 0.271 4.067
C 0.547 5.485 0.314
C -4.710 3.472 -1.215
H -1.487 -6.656 -2.212
H 2.770 -0.217 -3.669
N -0.657 -1.866 -5.037
C -2.117 0.054 2.875
C 4.797 0.166 1.999
N -2.621 -2.532 -2.105
C -6.187 3.232 2.613
H -0.945 -3.719 6.633
H -1.216 -3.343 -6.405
O -1.328 2.519 3.004
C -7.521 3.919 2.547
C 6.443 -0.686 -0.918
C 2.956 2.363 4.637
H -2.173 -0.828 -6.033
C -0.314 -2.962 -5.916
H -5.885 2.649 4.657
H -4.504 -2.309 3.406
H -7.680 5.523 1.057
H 1.560 -1.610 3.097
H -4.361 3.596 -2.232
H -2.771 4.965 -0.064
H -1.130 0.140 -4.972
P -2.306 2.043 -0.825
H -0.928 -5.356 -3.282
C -1.245 3.471 -0.375
C 5.502 1.361 -1.685
H 3.323 -1.170 -5.066
C 0.847 -0.131 5.184
C 3.407 3.275 5.575
H 3.587 1.518 4.401
H -4.152 -1.243 -1.555
H -0.532 -0.406 -6.557
H -7.584 4.730 3.272
H 5.700 0.659 1.672
C -7.637 4.433 1.091
H 2.074 4.004 -0.010
C 0.122 3.220 -0.333
C 6.615 0.617 -1.384
H 3.662 -2.875 2.920
H -3.638 1.758 4.217
H 2.080 -3.829 -2.927
C -2.739 -2.047 4.603
H -4.348 0.893 -5.105
C -2.882 2.434 -5.381
C -4.354 2.669 1.031
C -1.706 3.131 -3.401
H -1.609 -4.463 0.703
H -1.782 -2.504 7.591
Cs 0.581 -0.216 -0.533
C -5.604 3.240 1.335
C -5.940 4.060 -0.876
H 3.518 -3.147 -3.708
C -2.829 -3.033 5.734
C -3.262 -0.689 2.720
H 1.765 -0.320 -5.117
C 0.986 3.679 4.312
H 0.187 -6.074 -2.100
C 1.016 4.220 -0.002
H 7.602 1.036 -1.517
H -6.487 4.603 -1.634
C -3.921 2.774 -0.321
H -3.951 0.716 -2.675
H 0.041 3.836 3.818
C -1.546 -1.313 4.729
C 4.822 -1.181 2.327
H -3.909 -2.452 -3.725
C 2.648 4.386 5.896
H 1.238 6.273 0.576
O -0.689 -2.392 -0.374
O -0.191 -0.529 -2.851
H -2.071 -6.079 0.129
C -1.544 -2.808 6.569
S -1.924 1.625 1.993
H -3.824 -4.054 -2.955
C -3.386 1.421 -3.272
C -3.668 2.119 2.134
H -0.956 3.750 -2.929
H -3.730 -2.857 6.326
H -3.001 -1.653 -0.275
H 5.749 -1.732 2.282
H 7.286 -1.317 -0.684
H 4.938 -2.152 -0.406
H -8.322 3.214 2.777
C -0.816 5.739 0.294
H 0.486 2.231 -0.582
C 2.610 -2.907 -3.153
H 2.997 5.092 6.637
H -3.057 2.522 -6.442
C 2.457 0.269 2.575
H -4.235 -2.831 -0.769
C -1.149 -0.290 3.848
```

Values from the calculation:
spin multiplicity = 1
gap between HOMO and LUMO = 6.55 eV
electronic energy = -5194.9176 Eh
ΔE to the lowest compared entry with this formula, charge and spin = 124.0 kJ/mol
LUMO = 0.1 eV
maximum force = 3.5 eV/Å

These are the Mulliken partial charges, in e, on atoms 1 to 5: -0.26, 0.03, -0.33, 0.41, 0.48